Record 1
Formula: C29H50BN6O10S2
Source: OMol25
Level of theory: ωB97M-V/def2-TZVPD

**Gap between HOMO and LUMO**: 8.6335 eV
**Charge**: +1
**E_tot**: -3036.78091 Eh
**Max |F|**: 1.98 eV Å⁻¹

CARTESIAN COORDINATES (ANGSTROEM)
C (-0.4240, 4.4343, -2.7643)
C (-0.2238, 4.2156, -1.4711)
C (-0.6621, 2.9688, -0.7093)
C (0.3698, 1.8165, -0.8813)
B (1.7777, 2.6446, -0.7584)
O (2.6726, 2.6274, -1.7999)
O (2.0551, 3.3966, 0.3500)
O (0.2757, 1.4778, -2.2626)
C (0.3457, 0.1359, -2.6998)
C (0.8380, 0.2248, -4.1418)
C (-0.2740, 0.9136, -4.9643)
S (-1.3487, -0.3344, -5.7823)
C (-2.6732, -0.3151, -4.6551)
N (-3.4698, 0.6919, -4.4469)
N (-4.3590, 0.2890, -3.4733)
C (-4.0389, -0.9310, -3.1762)
O (-2.9740, -1.3772, -3.8682)
C (1.2843, -0.7999, -1.8776)
C (0.9039, -2.2236, -2.3037)
C (1.1374, -3.4905, -1.4327)
C (2.3960, -3.6091, -0.5660)
C (-0.0728, -3.8174, -0.5394)
O (2.5479, -0.3340, -2.1842)
C (3.6227, -1.1401, -2.6438)
C (4.8359, -1.0443, -1.7273)
C (5.3768, 0.3714, -1.5522)
C (5.9232, 0.9965, -2.8268)
N (1.1049, -0.5676, -0.3413)
N (2.3575, -0.6163, 0.2994)
C (0.1846, 0.6348, 0.0760)
C (0.4946, 0.9398, 1.5592)
C (-0.4777, 1.8142, 2.3841)
O (0.1345, 3.1023, 2.5294)
C (-0.5818, 1.2343, 3.8033)
N (-1.4649, 1.9587, 4.6997)
S (-1.5338, -0.1050, 0.0762)
C (-1.7760, -1.0156, 1.5879)
O (-2.5477, 0.9056, 0.0076)
O (-1.6004, -1.0911, -0.9788)
H (-0.5595, 3.6626, -3.5071)
H (-0.4095, 5.4525, -3.1289)
H (0.2457, 4.9960, -0.8846)
H (-0.7453, 3.2825, 0.3212)
H (-1.6000, 2.6587, -1.1480)
H (2.4179, 3.2425, -2.4954)
H (2.9684, 3.3054, 0.6385)
H (-0.6565, -0.2806, -2.7703)
H (0.9756, -0.7583, -4.5770)
H (1.7321, 0.8371, -4.2113)
H (0.1349, 1.5182, -5.7652)
H (-0.9520, 1.4770, -4.3357)
H (-4.5506, -1.5506, -2.4648)
H (1.3916, -2.4051, -3.2570)
H (-0.1531, -2.2320, -2.5513)
H (1.1760, -4.3197, -2.1379)
H (3.3138, -3.2447, -1.0086)
H (2.5519, -4.6666, -0.3561)
H (2.2260, -3.1673, 0.4140)
H (-0.0547, -4.8741, -0.2820)
H (-0.0421, -3.2749, 0.4109)
H (-1.0035, -3.6211, -1.0610)
H (3.4097, -2.1898, -2.8278)
H (3.9328, -0.7300, -3.6048)
H (4.6279, -1.5057, -0.7643)
H (5.6163, -1.6539, -2.1909)
H (4.6411, 1.0189, -1.0722)
H (6.2061, 0.3047, -0.8456)
H (6.1381, 2.0535, -2.6993)
H (5.2555, 0.8943, -3.6791)
H (6.8602, 0.5067, -3.0885)
H (0.6060, -1.3936, 0.0037)
H (2.8576, 0.2563, 0.3190)
H (2.3532, -1.1426, 1.1548)
H (0.5940, 0.0045, 2.1082)
H (1.4657, 1.4134, 1.6568)
H (-1.4540, 1.9761, 1.9292)
H (-0.5680, 3.7527, 2.6133)
H (0.4258, 1.3375, 4.2098)
H (-0.8027, 0.1676, 3.8055)
H (-1.0194, 2.8260, 4.9651)
H (-2.3399, 2.1938, 4.2454)
H (-2.2312, -0.3522, 2.3116)
H (-0.8712, -1.4898, 1.9506)
H (-2.5045, -1.7765, 1.3294)
C (-5.7760, -0.2493, 6.6918)
C (-5.8567, -0.5106, 5.3298)
C (-4.8595, -1.2383, 4.7032)
C (-3.7948, -1.6954, 5.4600)
C (-3.6932, -1.4418, 6.8154)
C (-4.6951, -0.7110, 7.4313)
N (-2.7416, -2.4826, 4.8068)
O (-2.8328, -2.6703, 3.6024)
O (-1.8316, -2.8973, 5.4876)
H (-6.5598, 0.3147, 7.1788)
H (-6.6996, -0.1507, 4.7566)
H (-4.9169, -1.4481, 3.6457)
H (-2.8509, -1.8064, 7.3836)
H (-4.6340, -0.5044, 8.4903)

=====

Record 2
Formula: C29H50Cl14NO2
Source: OMol25
Level of theory: ωB97M-V/def2-TZVPD

**Gap between HOMO and LUMO**: 8.0711 eV
**Charge**: +1
**E_tot**: -7782.50995 Eh
**Max |F|**: 4.79 eV Å⁻¹

CARTESIAN COORDINATES (ANGSTROEM)
C (-2.7650, -3.5922, 0.7881)
C (-1.4756, -4.3462, 1.3899)
O (-1.0315, -5.3628, 0.8064)
O (-0.7613, -3.9077, 2.5643)
C (0.0497, -2.7861, 2.1088)
C (-0.1186, -1.5749, 3.1596)
C (-1.2495, -1.6540, 4.3103)
C (-2.4480, -0.9012, 3.5445)
N (-1.7130, 0.3082, 2.9988)
C (-0.5262, -0.2817, 2.2825)
C (0.7011, 0.7264, 2.5406)
C (1.9234, 0.4487, 1.4907)
C (2.0424, 1.8103, 0.6002)
C (3.1833, 2.8258, 0.8774)
C (3.2095, 4.1273, 0.0190)
C (2.1059, 4.3189, -1.0423)
C (0.9764, 3.3082, -1.3357)
C (0.9207, 2.0064, -0.4892)
H (-3.1028, -4.1820, -0.1285)
H (-3.5440, -3.5193, 1.6173)
H (-2.4675, -2.5277, 0.4776)
H (1.1809, -3.0256, 2.0644)
H (-0.2625, -2.4916, 1.0409)
H (0.8782, -1.4622, 3.7033)
H (-1.4385, -2.6713, 4.7840)
H (-0.9523, -0.9153, 5.1511)
H (-3.3904, -0.6498, 4.1492)
H (-2.7535, -1.5218, 2.6222)
H (-2.3308, 0.9546, 2.4739)
H (-1.4143, 0.7981, 3.8680)
H (-0.8735, -0.4220, 1.2076)
H (1.1372, 0.6807, 3.5942)
H (0.2915, 1.7988, 2.3971)
H (2.9020, 0.2171, 2.0185)
H (1.7023, -0.4518, 0.7987)
H (3.9334, 2.5907, 1.7058)
H (4.0411, 4.8777, 0.2429)
H (2.1135, 5.2859, -1.6482)
H (0.1611, 3.4732, -2.1224)
H (0.1134, 1.1956, -0.5895)
Cl (-1.7752, 2.3509, -2.6800)
C (-2.9346, 1.0142, -2.5373)
C (-3.7614, 1.1174, -1.2759)
Cl (-2.7728, 0.8510, 0.1855)
H (-2.3756, 0.0783, -2.5777)
H (-3.5868, 1.0574, -3.4120)
H (-4.5407, 0.3535, -1.2811)
H (-4.2420, 2.0926, -1.1827)
Cl (-5.7805, 0.9319, -5.1613)
C (-4.6897, 1.9915, -6.0895)
C (-3.8450, 1.2168, -7.0812)
Cl (-2.6440, 0.1783, -6.2722)
H (-4.0703, 2.5450, -5.3808)
H (-5.3205, 2.7072, -6.6205)
H (-3.2883, 1.9100, -7.7143)
H (-4.4593, 0.5851, -7.7252)
Cl (0.2450, -2.9174, 7.4319)
C (1.0264, -3.8915, 6.1616)
C (2.4736, -4.2043, 6.4853)
Cl (3.5052, -2.7524, 6.4293)
H (0.9349, -3.3523, 5.2167)
H (0.4570, -4.8197, 6.0798)
H (2.8735, -4.9046, 5.7498)
H (2.5762, -4.6532, 7.4746)
Cl (4.2754, -0.1806, 4.0385)
C (5.7141, -0.6624, 3.1055)
C (6.7708, 0.4162, 3.0987)
Cl (6.2485, 1.8356, 2.1609)
H (5.3951, -0.9157, 2.0925)
H (6.1062, -1.5676, 3.5738)
H (7.6832, 0.0431, 2.6301)
H (7.0183, 0.7454, 4.1093)
Cl (-8.3922, -0.7007, -7.8847)
C (-8.8801, -1.3185, -6.2875)
C (-10.0910, -0.5916, -5.7368)
Cl (-9.7227, 1.0978, -5.3088)
H (-8.0232, -1.2364, -5.6161)
H (-9.1116, -2.3779, -6.4153)
H (-10.4336, -1.0814, -4.8234)
H (-10.9158, -0.5871, -6.4512)
Cl (-0.1669, -0.9315, -1.6503)
C (0.4809, -2.2646, -2.6401)
C (0.7386, -1.8328, -4.0683)
Cl (-0.7747, -1.4952, -4.9440)
H (-0.2233, -3.0972, -2.5915)
H (1.4153, -2.5835, -2.1738)
H (1.2498, -2.6301, -4.6108)
H (1.3614, -0.9374, -4.1117)
Cl (6.7896, 4.8141, 0.9754)
C (8.2317, 4.3495, 0.0397)
C (9.2796, 5.4442, 0.0210)
Cl (8.7530, 6.8626, -0.9187)
H (7.9103, 4.0842, -0.9691)
H (8.6403, 3.4539, 0.5127)
H (10.1925, 5.0747, -0.4496)
H (9.5272, 5.7798, 1.0295)

=====

| no. | E_HOMO (eV) |
| --- | --- |
| 1 | -11.3 |
| 2 | -10.4 |